{"formula": "C7H10", "method": "the ωB97M-V functional and the def2-TZVPD basis", "species": ["H", "H", "C", "H", "H", "C", "H", "H", "C", "H", "H", "C", "H", "H", "C", "C", "C"], "positions_angstrom": [[-2.3916, -0.2735, -0.4993], [0.6033, -0.8030, 2.4688], [-1.6911, -0.0303, 0.2988], [-1.3131, 1.9075, 1.1627], [-0.2268, -2.5048, -0.4586], [-0.9399, 1.2756, 0.3493], [-0.0642, 0.1783, -1.9599], [-0.9940, 1.8594, -0.5781], [1.3782, 0.3337, -0.4209], [1.6356, -0.3979, -2.3861], [2.4188, 0.1356, -0.1597], [0.4957, 0.7331, 0.7384], [0.1944, -2.5154, -1.0783], [1.0401, 1.4300, 1.3900], [0.9684, 0.0449, -1.6518], [0.0550, -0.4729, 1.5862], [-1.1687, -0.9004, 1.1985]], "forces_ev_per_angstrom": [[0.06, 0.02, 0.19], [-0.08, 0.15, -0.19], [-0.26, -0.08, -0.29], [0.16, 0.04, -0.08], [0.13, -0.12, -0.24], [0.06, -0.02, -0.05], [0.07, 0.02, 0.02], [0.08, -0.18, 0.15], [-0.05, -0.25, -0.17], [-0.01, 0.21, 0.10], [-0.16, 0.08, -0.01], [-0.08, 0.09, 0.16], [-0.15, -0.11, 0.13], [-0.02, -0.08, -0.15], [-0.02, 0.07, 0.19], [0.04, -0.07, 0.35], [0.24, 0.22, -0.13]], "lowdin_charge": [0.0987, 0.0976, -0.1003, 0.1146, 0.0263, -0.1377, 0.0559, 0.1078, -0.1544, 0.0582, 0.1028, -0.2871, 0.0447, 0.1304, -0.0227, -0.0721, -0.0627], "smiles": "C=C[C@@H]1C=C=CC1.[H][H]", "e_tot_ev": -7415.4621, "max_force_ev_per_a": 0.397, "e_above_lowest_ev": 5.5727, "gap_ev": [8.14, 7.35], "homo_ev": [-8.62, -7.94]}



{"formula": "C19H15ClN4O3S", "method": "the ωB97M-V functional and the def2-TZVPD basis", "species": ["H", "C", "C", "O", "C", "C", "C", "H", "C", "H", "H", "H", "C", "C", "C", "H", "H", "C", "H", "Cl", "C", "C", "C", "N", "H", "N", "O", "C", "S", "C", "H", "H", "H", "H", "N", "O", "C", "C", "C", "C", "H", "N", "H"], "positions_angstrom": [[-0.8214, 3.6392, 0.7074], [1.9374, -2.6586, 0.3075], [-1.4007, 1.8738, -0.3225], [0.5621, 3.2903, -1.3702], [-2.4232, 2.5886, 1.7110], [3.0512, 1.0553, 1.0426], [-1.4834, 2.7870, 0.7110], [5.0979, 0.4219, 1.0918], [1.8791, 1.1471, 0.3133], [-2.5083, 3.2966, 2.5207], [2.9607, -0.3063, -2.5440], [-2.1275, 0.0914, -1.2191], [2.3406, -3.9311, -0.0796], [4.1940, 0.4814, 0.5074], [1.8462, 0.6608, -0.9899], [0.7005, 0.3683, -2.6456], [-2.3930, -4.0176, -0.2146], [-0.3194, -3.3694, -0.0543], [1.0014, 1.6009, 0.7418], [3.0762, 1.6607, 2.6576], [-3.2618, 1.4882, 1.6603], [-3.1534, 0.5621, 0.6258], [-2.2165, 0.7640, -0.3824], [-3.5405, -1.7998, 0.2705], [-4.1835, -2.5941, 0.1929], [0.6628, 0.7476, -1.7113], [-0.9964, 2.1401, -2.9040], [-4.0995, -0.5890, 0.5863], [-0.2667, 2.1643, -1.6733], [-1.7487, -3.1496, -0.0320], [-4.0125, 1.3328, 2.4205], [5.0282, -0.4588, -1.2179], [-0.4469, -5.4229, -0.7206], [0.2164, -1.3991, 0.6037], [1.4954, -4.8820, -0.4409], [-5.2857, -0.4967, 0.8069], [0.5870, -2.3700, 0.3139], [0.2060, -4.6113, -0.4236], [4.1469, -0.0093, -0.7868], [2.9875, 0.0761, -1.5347], [3.3868, -4.2057, -0.0999], [-2.2201, -1.9929, 0.2085], [2.6629, -1.9168, 0.5997]], "forces_ev_per_angstrom": [[0.05, 0.11, 0.08], [-0.13, -0.04, -0.02], [0.37, 0.16, -0.40], [-0.10, -0.17, 0.35], [0.03, 0.00, -0.06], [-0.05, -0.12, -0.28], [0.07, 0.13, 0.04], [0.07, 0.01, 0.07], [0.20, -0.10, 0.00], [0.01, 0.06, 0.06], [0.01, -0.04, -0.13], [-0.04, -0.15, -0.04], [0.10, 0.21, 0.08], [0.00, 0.01, 0.05], [0.74, 0.01, 0.63], [-0.16, 0.07, -0.16], [-0.05, 0.08, 0.01], [0.87, -0.10, 0.00], [-0.01, 0.02, 0.18], [0.01, 0.10, 0.24], [-0.03, -0.14, -0.13], [0.14, 0.38, -0.09], [-0.21, -0.02, 0.09], [-0.84, -0.84, -0.24], [0.17, 0.34, 0.06], [-0.82, 0.60, -0.30], [-0.12, -0.29, 0.02], [0.10, 0.01, 0.04], [0.13, -0.29, -0.27], [-0.84, 0.06, -0.02], [-0.07, -0.02, 0.06], [0.07, -0.04, -0.05], [-0.17, -0.03, -0.01], [-0.01, 0.12, 0.05], [0.31, -0.46, -0.13], [-0.05, 0.07, 0.06], [-0.07, -0.29, -0.08], [-0.46, 0.41, 0.10], [-0.05, 0.04, 0.05], [-0.25, 0.07, -0.07], [0.12, 0.07, 0.03], [0.86, -0.10, 0.09], [0.09, 0.08, 0.03]], "lowdin_charge": [0.1184, -0.0439, -0.2766, -0.2647, -0.0421, -0.6653, -0.0513, 0.1042, -0.0653, 0.1118, 0.1160, 0.1216, -0.1370, -0.1213, -0.3142, 0.1208, 0.1286, -0.1905, 0.0955, 0.6925, 0.0061, -0.1224, -0.0088, 0.0575, 0.1671, -0.0420, -0.2748, -0.4230, 0.6746, -0.0901, 0.1248, 0.1104, 0.1115, 0.1062, 0.0613, 0.0937, -0.0064, -0.1098, -0.0848, -0.0306, 0.1055, 0.0482, 0.0886], "smiles": "O=C(N/N=C/c1cccnc1)c1cccc(S(=O)(=O)Nc2cccc(Cl)c2)c1", "e_tot_ev": -55406.3401, "max_force_ev_per_a": 1.218, "e_above_lowest_ev": 0.6216, "gap_ev": 8.82, "homo_ev": -9.02}



{"formula": "C25H56BrO17P", "method": "the ωB97M-V functional and the def2-TZVPD basis", "species": ["O", "C", "C", "C", "P", "H", "H", "O", "C", "C", "O", "O", "C", "H", "H", "C", "H", "C", "H", "C", "H", "H", "H", "H", "H", "H", "O", "H", "H", "H", "C", "H", "C", "C", "H", "C", "H", "H", "O", "H", "H", "O", "O", "C", "H", "H", "H", "H", "H", "H", "O", "H", "H", "C", "H", "H", "O", "H", "H", "H", "H", "H", "O", "O", "C", "H", "H", "C", "C", "H", "H", "H", "O", "C", "O", "H", "Br", "H", "O", "H", "H", "H", "H", "O", "C", "O", "H", "H", "H", "C", "H", "C", "H", "H", "H", "H", "C", "H", "C", "C"], "positions_angstrom": [[-1.6675, -1.6682, -2.7058], [-0.5206, -7.2299, 2.3263], [-6.5510, 2.3499, 0.8328], [3.0128, 3.0249, 1.1816], [-2.4235, 4.3417, 0.1398], [-4.7511, -3.0759, 6.3855], [-3.8782, -1.8185, 3.9973], [3.9563, 5.7320, 2.0001], [7.4745, -3.0479, -1.9513], [-3.4098, 1.7092, 1.3058], [0.1325, -4.9325, 2.6300], [-3.6637, 1.5506, -2.6664], [-4.5904, 0.5688, 1.6271], [-1.8429, -5.5317, 2.6634], [5.3811, 0.6021, -4.0566], [4.7368, 6.8321, 1.5282], [-1.7782, -1.4685, -3.6527], [6.6123, -2.2570, -2.9282], [5.9563, 4.7796, 1.5677], [-0.8620, -5.8966, 2.9813], [3.8778, 5.8248, 2.9666], [-2.6511, -2.7259, -1.2645], [6.8124, 7.4682, 1.6199], [-7.0355, 0.6182, 2.2429], [2.2578, 1.0774, 0.2445], [-5.1464, -5.0864, 4.9130], [-5.6661, 3.5803, -1.2172], [-0.8511, -5.9902, 4.0712], [5.5542, -2.3453, -2.6649], [7.2175, -4.1103, -1.9689], [-0.7355, 1.3254, 0.7079], [-4.5802, -0.2700, -2.7602], [0.4622, 2.3430, 1.1737], [-6.1676, 1.1201, 1.6314], [-2.8329, 6.0063, 1.6200], [3.9466, 1.1630, -2.5160], [3.0737, 2.4387, 2.2169], [-2.2963, -3.8660, -4.0986], [2.6437, 0.7646, -2.0948], [-1.2464, -8.0007, 2.5987], [6.2347, 6.6294, 3.0816], [-3.2042, 0.1169, -5.0265], [6.6939, 5.4187, 1.5056], [-2.3206, -3.9656, -3.0094], [-0.4963, -7.1303, 1.2371], [3.8881, 2.2166, -2.8047], [7.8462, -0.7696, -3.2221], [-1.2286, 1.7136, -0.3017], [-7.6569, 2.7786, 0.8166], [-4.5708, 1.6229, -5.1840], [-2.1915, 5.2123, 1.6701], [4.6793, 6.8244, 0.4358], [-1.9246, 0.3223, 2.3749], [1.8590, 2.1977, 0.2971], [4.3048, 7.7645, 1.9027], [0.0218, -4.7328, 1.6830], [-3.1247, -4.7405, 5.0576], [4.4161, -0.7512, -3.4138], [4.0431, 3.1005, 0.6317], [-3.0464, -4.7364, -2.7370], [-2.6016, 0.5091, -4.3637], [3.5332, 1.3421, -5.1123], [-4.3399, -0.7116, 1.9106], [6.9550, -0.8724, -2.8425], [-3.7283, 2.9559, 0.5002], [-4.3963, -4.2160, 3.5514], [-3.6429, -2.2674, -2.6724], [-2.6620, -2.6323, -2.3544], [6.1790, 6.6574, 1.9894], [6.7546, -2.5982, -3.9576], [-2.5790, -3.9303, 5.1028], [2.1502, 0.5554, -2.9126], [-3.7675, -2.0182, 4.9442], [-1.8982, 1.4133, 1.9069], [0.7753, -7.6547, 2.7433], [0.7527, 2.0348, 2.2835], [-3.2420, 5.9212, -1.2783], [-5.2497, -0.0243, -5.1806], [7.2821, -2.5531, -0.6277], [-0.3947, 0.2224, 0.5142], [4.6339, 1.0613, -1.6719], [7.1990, -1.5826, -0.7141], [-5.7429, -2.6174, 4.9776], [3.4458, 0.4393, -4.7570], [-4.5005, 0.6309, -4.7282], [-1.0247, -4.3905, -2.5924], [8.5356, -2.9325, -2.1915], [-5.6644, 1.1309, -2.9558], [-1.5892, 2.2054, 2.7321], [-5.3065, 3.0277, -0.0485], [-0.4790, -3.5803, -2.5472], [-4.6859, 0.7181, -3.2178], [1.7691, 2.5928, -0.8041], [2.5280, 4.0714, 1.4464], [-3.8478, 2.4639, -2.9511], [0.1363, 3.4736, 1.2270], [-4.4206, -4.3156, 4.6406], [1.3210, -6.8445, 2.7885], [-4.7620, -2.9823, 5.2956], [4.3923, 0.3057, -3.6948]], "forces_ev_per_angstrom": [[0.01, 0.04, -0.24], [0.45, 0.18, 0.29], [2.94, -3.51, 2.17], [-1.86, -0.37, 0.23], [1.13, -0.34, 1.65], [0.07, 0.01, -0.16], [0.08, 0.01, 0.38], [0.11, 0.30, 0.40], [-0.28, 0.39, 0.37], [-0.10, 2.61, -1.40], [0.05, 0.15, -0.38], [0.05, 0.21, -0.15], [-0.26, -3.60, 0.82], [-0.09, -0.18, 0.14], [-0.03, -0.11, 0.24], [0.11, 0.06, 0.42], [-0.03, -0.10, 0.43], [0.44, -0.16, -0.04], [0.44, 0.36, 0.02], [-0.05, -0.15, -0.38], [0.01, -0.11, -0.52], [0.06, 0.04, -0.15], [-0.02, -0.13, 0.01], [2.24, 0.63, -1.29], [-1.33, 2.38, 0.04], [0.13, 0.03, 0.00], [2.48, -3.07, 6.85], [0.01, 0.05, -0.22], [0.21, 0.02, 0.04], [0.01, 0.12, 0.07], [-0.70, 1.53, -0.20], [0.07, 0.18, -0.05], [1.09, -1.11, 0.10], [-0.66, 3.79, -2.36], [1.39, -1.68, 0.45], [-0.38, -0.41, -0.10], [0.29, 1.23, -2.25], [-0.33, 0.12, -0.10], [0.03, -0.42, -0.69], [0.12, 0.04, 0.01], [-0.13, 0.31, 0.14], [0.27, -0.13, 0.43], [-0.42, -0.06, -0.13], [0.42, 0.14, 0.26], [-0.32, 0.10, -0.13], [0.32, 0.15, -0.12], [-0.49, -0.01, 0.25], [1.14, -0.86, 2.07], [2.74, -0.99, -0.22], [-0.30, 0.11, 0.08], [-2.57, 0.55, -2.76], [0.00, -0.08, 0.17], [-0.18, 2.51, -0.68], [0.74, 0.06, 1.08], [0.15, 0.14, -0.11], [0.11, -0.08, 0.53], [-0.01, 0.38, 0.20], [-0.11, 0.28, -0.11], [-2.01, -0.04, 1.19], [0.13, 0.03, 0.00], [-0.40, -0.04, -0.36], [-0.08, -0.54, 0.17], [-1.19, 7.76, -1.55], [0.47, 0.07, -0.07], [-2.61, -3.68, 2.17], [-0.33, 0.13, -0.13], [-0.10, -0.20, 0.05], [0.07, 0.00, -0.42], [-0.11, -0.49, -0.30], [-0.08, -0.19, 0.04], [-0.30, -0.45, -0.08], [0.30, 0.12, 0.45], [-0.05, 0.01, -0.26], [-0.47, -1.28, -0.53], [0.07, 0.37, 0.17], [-0.60, 0.64, -2.18], [-0.30, -0.61, 0.85], [0.14, 0.02, 0.01], [-0.22, 0.34, -0.25], [-0.50, 2.21, 0.62], [-0.11, -0.02, -0.05], [0.10, -0.60, 0.08], [-0.12, -0.17, 0.06], [-0.15, 0.35, -0.21], [0.35, -0.14, 0.26], [0.05, 0.39, 0.24], [0.07, -0.12, -0.34], [-0.11, -0.12, -0.09], [-0.87, -1.61, -1.83], [-2.12, 1.69, -4.09], [-0.33, -0.47, -0.09], [-0.03, 0.41, -0.20], [0.05, -0.70, 2.33], [1.47, -2.10, -0.76], [0.01, -0.40, 0.28], [0.41, -2.29, -0.30], [0.44, 0.12, 0.31], [-0.34, -0.49, -0.07], [0.06, 0.02, -0.43], [0.09, 0.54, -0.06]], "lowdin_charge": [-0.0848, -0.2450, 0.0240, -0.1439, 0.6084, 0.1238, 0.0639, -0.1128, -0.2426, -0.0629, -0.0824, -0.0932, -0.1634, 0.1096, 0.1118, -0.2290, 0.0806, -0.2360, 0.0758, -0.2463, 0.1067, 0.1253, 0.1200, 0.1158, 0.1116, 0.1196, -0.1019, 0.1200, 0.1160, 0.1224, -0.1958, 0.1064, -0.2438, 0.0148, 0.0537, -0.2302, 0.0861, 0.1161, -0.1123, 0.1200, 0.1130, -0.0842, -0.0790, -0.2427, 0.1124, 0.1162, 0.1077, 0.0949, 0.1299, 0.1170, -0.4191, 0.1264, 0.1174, -0.2490, 0.1162, 0.0976, -0.0880, 0.1019, 0.0707, 0.1200, 0.0792, 0.0991, -0.0418, -0.0968, -0.2446, 0.1121, 0.1016, -0.2341, -0.2458, 0.1229, 0.0897, 0.0927, -0.0838, -0.1475, -0.0812, 0.1176, 0.2602, 0.1221, -0.0743, 0.1223, 0.1220, 0.0844, 0.1156, -0.0773, -0.2303, -0.0813, 0.1132, 0.1166, 0.1273, -0.2354, 0.0838, -0.2280, 0.1048, 0.0658, 0.0908, 0.0884, -0.2421, 0.0843, -0.2352, -0.2421], "smiles": "CCCCCC1=C(P(O)Br)C(=O)C=CC1=O.OCCO.OCCO.OCCO.OCCO.OCCO.OCCO.OCCO", "e_tot_ev": -140960.1642, "max_force_ev_per_a": 8.000, "e_above_lowest_ev": 8.8258, "gap_ev": 7.17, "homo_ev": -9.29}



{"formula": "C2H7N4O", "method": "the ωB97M-V functional and the def2-TZVPD basis", "species": ["O", "N", "N", "C", "H", "H", "N", "H", "H", "N", "C", "H", "H", "H"], "positions_angstrom": [[0.4993, -1.1127, 1.4297], [1.0415, 0.2204, 1.3803], [0.5254, 0.9183, 2.3435], [-0.1892, -0.5377, -0.7414], [1.5005, 0.6942, -0.7919], [-0.4470, 0.8565, 2.5940], [0.2108, -1.5088, 0.1893], [-0.1520, 1.5552, -1.0110], [1.0183, 1.7952, 2.6307], [-0.9087, -0.8732, -1.8085], [0.4727, 0.7065, -0.6027], [-1.0976, -0.2563, -2.5722], [-1.6251, -1.6094, -1.9166], [0.0739, -2.5201, 0.2617]], "forces_ev_per_angstrom": [[0.19, 2.35, 1.92], [0.08, 0.11, -1.64], [0.30, 0.76, 1.04], [1.43, -2.07, 0.25], [1.27, 0.18, -0.25], [-0.32, -0.21, 0.02], [-0.72, 0.41, -2.30], [0.98, -0.70, 0.79], [-0.34, -1.42, -0.63], [-1.81, -1.16, -0.23], [-2.36, 0.25, 0.79], [0.80, 0.92, -0.07], [0.91, 0.09, 1.10], [-0.42, 0.50, -0.79]], "lowdin_charge": [-0.0493, -0.0034, 0.0833, -0.3355, 0.0786, 0.1289, 0.0767, 0.1201, 0.1680, 0.1938, 0.0703, 0.1256, 0.1515, 0.1914], "charge": 1, "smiles": "C=C(N)NON=[NH2+]", "e_tot_ev": -10182.6567, "max_force_ev_per_a": 3.043, "e_above_lowest_ev": 6.6367, "gap_ev": [8.23, 8.23], "homo_ev": [-12.98, -12.98]}



{"formula": "C2H2Cl2", "method": "the ωB97M-V functional and the def2-TZVPD basis", "species": ["Cl", "C", "H", "Cl", "C", "H"], "positions_angstrom": [[2.9407, 0.9888, -0.9373], [0.2089, 0.1658, -0.3542], [0.5509, -0.0450, 0.6905], [0.8779, 0.4495, -3.0389], [1.4295, 0.4495, -1.4649], [-0.7032, -0.3457, -0.7829]], "forces_ev_per_angstrom": [[0.09, 0.03, -0.45], [5.16, -0.24, -4.18], [-0.42, 0.48, -1.10], [0.51, 0.22, -1.11], [-6.55, -1.41, 6.32], [1.20, 0.92, 0.52]], "lowdin_charge": [0.6209, -0.0382, 0.0243, 0.6304, -1.2677, 0.0303], "smiles": "C=C(Cl)Cl", "e_tot_ev": -27148.1888, "max_force_ev_per_a": 9.208, "e_above_lowest_ev": 2.4004, "gap_ev": [8.36, 8.76], "homo_ev": [-8.50, -8.86]}



{"formula": "C3H4N2O2S", "method": "the ωB97M-V functional and the def2-TZVPD basis", "species": ["N", "O", "H", "C", "S", "C", "H", "C", "O", "H", "N", "H"], "positions_angstrom": [[0.1093, -1.2467, -0.1365], [1.0137, 0.8024, -0.0678], [-0.0323, 2.6873, 0.8143], [-0.3696, 0.8628, -0.0742], [-2.6419, -0.8640, 0.1212], [1.3831, -0.5451, -0.0671], [-3.3754, 0.2145, -0.0091], [-0.9980, -0.3582, -0.3634], [-0.8085, 2.1681, -0.0986], [3.1160, -0.2963, 0.3147], [2.5265, -1.1142, 0.1679], [0.0772, -2.3105, -0.6014]], "forces_ev_per_angstrom": [[0.87, -3.85, -2.28], [0.24, -1.34, 0.22], [-3.59, -2.13, -4.10], [-1.45, 0.30, -2.06], [0.76, -1.47, -0.06], [-1.78, -2.28, 0.91], [0.13, 1.00, -0.39], [2.33, 3.24, 2.42], [3.62, 0.53, 4.46], [0.77, -0.26, -0.01], [-2.29, 2.21, -0.79], [0.40, 4.04, 1.69]], "lowdin_charge": [0.0148, 0.0683, 0.3182, -0.4230, 0.7850, -0.4214, -0.1569, -0.5552, -0.0218, 0.0452, 0.1218, 0.2250], "e_tot_ev": -21082.5146, "max_force_ev_per_a": 5.856, "e_above_lowest_ev": 4.3172, "gap_ev": 7.48, "homo_ev": -7.76}